No. 1
{
  "formula": "C5H12BeO9",
  "method": "ωB97M-V/def2-TZVPD",
  "charge": -2,
  "gap_ev": 2.59,
  "e_tot_ev": -24196.831,
  "relative_energy_ev": 7.588,
  "lumo_energy_ev": 3.33,
  "symbols": ["Be", "C", "O", "O", "O", "C", "O", "O", "O", "C", "O", "H", "H", "H", "H", "C", "O", "H", "H", "H", "H", "C", "O", "H", "H", "H", "H"],
  "positions_angstrom": [[0.130982, -1.015890, 0.560329], [3.112012, 1.086640, 4.301649], [3.094542, -0.147350, 4.136499], [2.859742, 1.549760, 5.426109], [2.630632, 1.665340, 3.284519], [-2.463968, -0.429100, 4.490309], [-2.051788, 0.045960, 5.568909], [-2.703068, 0.335010, 3.552309], [-1.899378, -1.441060, 4.211109], [6.019602, -0.067660, -2.395041], [4.954532, -0.345560, -1.456011], [5.783972, 0.008000, -3.456571], [6.329792, 0.954760, -2.179321], [6.915392, -0.657000, -2.199211], [5.231172, -0.164970, -0.554641], [-1.962438, 2.928400, -1.658401], [-1.523488, 1.750330, -2.363521], [-3.030088, 2.876560, -1.445021], [-1.330448, 3.293300, -0.848741], [-1.817958, 3.754260, -2.354941], [-1.310268, 2.115490, -3.225371], [-4.493008, -3.175750, -2.191651], [-3.943628, -2.834770, -0.977981], [-4.092688, -2.584930, -3.015531], [-4.297088, -4.198130, -2.514861], [-5.574358, -3.041340, -2.165131], [-4.568708, -2.260310, -0.529791]],
  "atomic_forces_ev_per_a": [[-0.0094, 0.0156, 0.0803], [-5.9112, -0.6551, 0.0067], [2.5458, -2.9909, -0.1500], [2.0639, 1.5271, 2.0373], [1.4330, 2.1494, -1.9256], [4.0461, 4.4891, -0.3518], [-1.6001, 1.1982, 3.8071], [-3.5479, 2.1136, -2.1702], [0.9955, -7.8128, -1.3303], [0.2993, 1.4796, 1.9281], [0.0771, -0.5617, -1.7840], [-0.7990, -0.8808, 0.2515], [0.3128, 0.3264, -0.0341], [-0.1353, -0.5027, -0.3045], [0.2150, 0.1385, -0.0518], [0.2427, 0.7298, -1.2084], [-0.0660, 0.6436, 0.4448], [0.2006, -0.1368, 0.4848], [-0.1369, -1.0449, 0.5613], [-0.4339, 0.3775, -0.2402], [0.1857, -0.5848, -0.0555], [-0.7037, -0.0285, -1.3470], [0.4546, -0.0928, 0.9293], [0.0312, 0.4474, -0.0866], [0.1287, -0.3226, 0.5760], [-0.2130, -0.0906, -0.2819], [0.3242, 0.0693, 0.2145]],
  "nbo_charge": [0.001, 0.865, -0.609, -0.667, -0.622, 0.858, -0.594, -0.658, -0.574, -0.254, -0.722, 0.180, 0.158, 0.156, 0.483, -0.249, -0.706, 0.171, 0.195, 0.136, 0.453, -0.233, -0.697, 0.151, 0.158, 0.147, 0.474]
}


No. 2
{
  "formula": "C5H12BrCl3NNaO",
  "method": "ωB97M-V/def2-TZVPD",
  "charge": 0,
  "gap_ev": 7.64,
  "e_tot_ev": -120942.575,
  "lumo_energy_ev": -0.70,
  "symbols": ["Na", "Br", "C", "Cl", "Cl", "Cl", "H", "C", "C", "C", "O", "C", "N", "H", "H", "H", "H", "H", "H", "H", "H", "H", "H", "H"],
  "positions_angstrom": [[1.708694, -3.432043, -1.159972], [0.628237, -1.351965, -1.080087], [1.990655, -1.591338, -3.726330], [0.357808, -1.148715, -4.265838], [3.060336, -0.544217, -4.685683], [2.468905, -3.348390, -3.945757], [2.017716, -1.417144, -2.650682], [0.149908, 1.115075, 3.360713], [-0.147182, 0.304032, 2.084591], [-1.222776, 0.935556, 1.213754], [-1.517363, 0.079606, -0.021236], [-2.387973, 0.700348, -0.973021], [1.161117, 0.076542, 1.415552], [0.828837, 0.508889, 3.960457], [-0.717067, 1.325483, 3.986961], [0.799160, 1.974219, 3.192065], [-0.640883, -0.605791, 2.426002], [-0.966843, 1.981936, 1.047365], [-2.148842, 0.986437, 1.786390], [-2.846671, 0.054855, -1.722033], [-1.886534, 1.509502, -1.503988], [-3.272060, 1.177945, -0.550661], [1.674784, 0.941302, 1.323663], [0.908037, -0.232123, 0.487775]],
  "atomic_forces_ev_per_a": [[0.6897, -1.5522, 0.0568], [-0.9138, -0.0697, -0.4302], [0.0417, 0.5278, -1.5697], [0.2416, -0.8630, -0.1085], [0.3824, -0.4193, 0.4543], [-0.4808, 0.6422, 0.0314], [0.3102, 0.3310, -0.3757], [0.3823, -0.6317, 0.0690], [0.5347, 0.5726, 0.2196], [-0.8439, -0.5908, -1.0933], [-0.3792, 1.8224, 1.6100], [0.0108, 0.9191, 0.4542], [-1.3442, -0.1306, 1.0217], [-0.1880, -0.3902, 0.1229], [-0.0228, 0.3016, -0.2037], [-0.5817, 0.5173, -0.3544], [0.6767, -0.6397, -0.1145], [0.1778, 0.0767, -1.0271], [-0.2431, -0.1782, 0.0793], [0.7627, -0.7874, 0.2172], [0.3395, -0.0001, -0.1511], [-0.0694, 0.0519, 0.7444], [-0.1064, 0.3320, 0.1026], [0.6232, 0.1582, 0.2449]],
  "nbo_charge": [0.923, -0.779, -0.287, 0.031, 0.009, -0.082, 0.253, -0.617, -0.076, -0.073, -0.563, -0.251, -0.859, 0.222, 0.207, 0.201, 0.182, 0.167, 0.169, 0.193, 0.165, 0.159, 0.339, 0.368]
}


No. 3
{
  "formula": "C5H12BrGaO3",
  "method": "ωB97M-V/def2-TZVPD",
  "charge": -2,
  "gap_ev": 3.82,
  "e_tot_ev": -133938.684,
  "lumo_energy_ev": 4.68,
  "symbols": ["O", "C", "O", "Ga", "C", "C", "C", "Br", "H", "H", "H", "H", "H", "H", "H", "H", "C", "O", "H", "H", "H", "H"],
  "positions_angstrom": [[0.734303, 0.496329, 3.071656], [-0.102781, 0.301596, 2.151748], [-0.939436, 1.170764, 1.755565], [0.011966, -1.562267, 1.232309], [1.768328, -1.614220, 0.131488], [1.649134, -2.047903, -1.345802], [2.087440, -0.921801, -2.273494], [1.047988, -0.823439, -3.952616], [-1.264798, -1.951136, 0.290878], [0.125382, -2.706108, 2.407448], [2.234037, -0.629257, 0.179274], [2.448161, -2.291597, 0.647846], [0.645446, -2.364338, -1.621556], [2.318660, -2.891671, -1.530868], [3.112185, -1.057942, -2.597176], [1.961099, 0.047586, -1.811983], [-3.070194, 3.358888, 0.282285], [-2.994652, 2.928664, 1.616168], [-3.632208, 4.297974, 0.258470], [-2.071932, 3.536537, -0.134955], [-3.587381, 2.632703, -0.359786], [-2.480745, 2.090638, 1.603100]],
  "atomic_forces_ev_per_a": [[0.0264, 0.0483, -0.0470], [0.1816, -0.3536, 0.0158], [-0.4354, 0.2735, -0.1976], [-0.1177, 0.4051, 0.5802], [-0.0952, -0.2491, -0.2945], [0.2341, 0.1057, 0.0641], [-0.0257, -0.2312, 0.1966], [0.0642, -0.0338, -0.1778], [0.0692, -0.0672, -0.2410], [0.0466, -0.1505, -0.1077], [-0.0168, 0.1706, 0.1433], [0.1070, -0.0632, 0.0871], [-0.1894, 0.0102, 0.1350], [-0.1084, -0.2294, -0.1995], [0.1446, 0.1946, -0.0642], [-0.1407, 0.1520, -0.0417], [0.0656, -0.0496, 0.2527], [-0.5345, -0.0526, -0.3887], [-0.0069, 0.0297, -0.0448], [-0.0112, -0.0068, -0.0791], [0.0184, 0.0347, -0.0600], [0.7243, 0.0626, 0.4690]],
  "nbo_charge": [-0.831, 0.497, -0.900, 0.641, -0.865, -0.436, -0.358, -0.133, -0.379, -0.375, 0.194, 0.191, 0.208, 0.170, 0.189, 0.219, -0.234, -0.770, 0.134, 0.161, 0.141, 0.535]
}


No. 4
{
  "formula": "C5H12ClN2O2P",
  "method": "ωB97M-V/def2-TZVPD",
  "charge": 0,
  "gap_ev": 9.65,
  "e_tot_ev": -34266.078,
  "smiles": "CCN(Cl)[P@]1(=O)NCCCO1",
  "relative_energy_ev": 0.000,
  "lumo_energy_ev": 0.72,
  "symbols": ["C", "C", "N", "Cl", "P", "O", "N", "C", "C", "C", "O", "H", "H", "H", "H", "H", "H", "H", "H", "H", "H", "H", "H"],
  "positions_angstrom": [[2.798746, 1.858180, 0.855437], [1.896836, 1.481569, -0.335369], [1.148334, 0.160849, -0.338723], [2.185466, -0.995096, -0.859662], [0.068072, -0.451213, 0.932924], [0.770271, -0.743900, 2.189564], [-0.710670, -1.793434, 0.488838], [-1.665332, -2.004935, -0.582445], [-2.155685, -0.596309, -1.067316], [-2.262428, 0.324042, 0.109185], [-1.112515, 0.670164, 0.905646], [2.391149, 1.484940, 1.845718], [3.751127, 1.330545, 0.801253], [3.029190, 2.933173, 1.000784], [1.178776, 2.224386, -0.576613], [2.612758, 1.589884, -1.182026], [-0.078788, -2.504925, 0.559128], [-2.447636, -2.658942, -0.237531], [-1.439996, -2.581642, -1.563894], [-1.293236, -0.230318, -1.696336], [-3.017304, -0.677786, -1.757287], [-2.622913, 1.280901, -0.262204], [-3.024230, -0.100122, 0.770928]],
  "atomic_forces_ev_per_a": [[-0.5100, -0.9844, 2.0725], [0.6020, 0.3425, 0.0856], [-0.9910, 2.1167, 0.8749], [1.4752, -2.3748, -0.6764], [0.7030, 2.2387, 0.4002], [-0.0931, 0.6576, -0.2863], [-1.3320, 0.5447, -1.9295], [-1.1931, 0.4081, -2.5428], [2.6895, -1.3345, -0.7249], [-2.0785, 1.0563, 0.1746], [1.3913, -1.3786, -0.5461], [0.0885, 0.5448, -1.0885], [0.0833, 0.0420, -0.2691], [-0.4218, -0.5292, -0.5687], [-0.9485, 0.7840, 0.3488], [-0.8891, -1.0392, 0.0129], [1.8039, -2.6757, 0.6384], [-0.7324, 0.1917, 0.7258], [1.0872, 0.8894, 1.6312], [-0.8348, -0.1808, 0.3442], [0.1485, 0.3215, 0.8821], [-0.1454, 0.1262, 0.1883], [0.0974, 0.2330, 0.2531]],
  "nbo_charge": [-0.653, -0.226, -0.809, 0.128, 2.409, -1.068, -0.981, -0.214, -0.451, -0.078, -0.784, 0.235, 0.212, 0.225, 0.205, 0.212, 0.411, 0.191, 0.196, 0.219, 0.242, 0.198, 0.182]
}


No. 5
{
  "formula": "C5H12F9N4O11PSZn",
  "method": "ωB97M-V/def2-TZVPD",
  "charge": 0,
  "gap_ev": 10.02,
  "e_tot_ev": -126857.761,
  "lumo_energy_ev": -1.04,
  "symbols": ["Zn", "P", "F", "F", "F", "F", "F", "F", "C", "F", "F", "F", "S", "O", "O", "O", "C", "N", "O", "O", "H", "H", "H", "C", "N", "O", "O", "H", "H", "H", "C", "N", "O", "O", "H", "H", "H", "C", "N", "O", "O", "H", "H", "H"],
  "positions_angstrom": [[0.615833, 0.158252, -0.152554], [-2.060154, 2.488136, -0.058535], [-0.954726, 1.168789, -0.707008], [-2.919161, 1.317737, 0.605449], [-0.990025, 2.548656, 1.143392], [-3.001910, 3.650274, 0.411599], [-1.102150, 3.514135, -0.876730], [-2.894700, 2.279812, -1.368103], [-1.307258, -1.181750, 3.264135], [-1.645833, -2.385195, 3.812995], [-2.185871, -0.833163, 2.297922], [-1.338004, -0.308291, 4.246490], [0.258634, -1.717133, 2.502121], [-0.139988, -2.869323, 1.669045], [0.620379, -0.523823, 1.658672], [1.161773, -1.940474, 3.612074], [0.177310, 2.024409, -3.431496], [0.824570, 0.674237, -3.337987], [1.316657, 0.369769, -2.227822], [0.911976, 0.019238, -4.327579], [-0.609928, 2.109438, -4.193031], [0.976020, 2.608631, -3.721346], [-0.204384, 2.297354, -2.429726], [-3.031047, -1.558701, -1.259950], [-1.692626, -2.147007, -1.544969], [-1.696157, -3.164554, -2.216212], [-0.647487, -1.610615, -1.185817], [-3.477259, -2.242055, -0.487447], [-3.614931, -1.630167, -2.177224], [-2.844523, -0.552485, -0.841208], [2.259519, -3.078060, -0.643025], [3.039635, -1.797009, -0.327323], [4.194264, -1.936810, -0.031431], [2.566659, -0.683766, -0.422229], [3.042850, -3.794046, -0.922615], [1.505057, -2.888495, -1.362566], [1.814339, -3.385261, 0.309746], [1.857400, 1.771934, 2.666024], [1.966381, 2.616603, 1.443033], [1.592258, 2.060058, 0.326921], [2.246222, 3.752987, 1.625666], [2.513299, 0.957970, 2.539426], [0.810483, 1.447473, 2.606197], [2.086603, 2.392289, 3.513024]],
  "atomic_forces_ev_per_a": [[0.3019, 0.0612, -0.1601], [0.8390, 0.6556, -0.6436], [-0.6416, 0.1613, 0.0396], [0.6294, 0.1818, 0.6563], [-1.0316, -0.1760, 0.2584], [0.2338, -0.0710, 0.8798], [-0.0370, -0.3164, 0.2252], [-0.3393, -0.4514, -1.3013], [-0.8457, -1.9451, -0.0425], [-0.9173, 0.6709, -0.0634], [0.4248, -0.1413, 0.8301], [0.4545, 0.5080, -0.4223], [0.4969, -1.1337, -0.9066], [0.7952, 1.9181, 1.2113], [-0.0745, -0.5901, 0.4060], [-0.6286, 0.4252, -1.2121], [-1.8103, -0.8065, 1.2311], [-0.6797, 0.7863, 0.8637], [-0.4671, -0.0728, -1.3809], [0.2557, -0.5468, -0.0197], [0.3761, -0.6882, 0.2300], [1.6779, 1.6284, -0.4578], [0.4127, -0.1184, -0.7537], [0.2105, -0.0606, 1.5258], [0.2843, -1.0199, -1.3365], [0.0684, 0.6284, 0.6502], [-0.3038, 0.1805, 0.2790], [0.3805, 0.7564, -0.6794], [0.1933, 0.2436, 0.1600], [-0.4566, -0.5338, -0.4016], [1.2251, 0.2215, 1.3257], [0.9259, -1.4064, -0.2984], [0.2170, -0.4295, 0.1618], [-1.1960, 0.7293, 0.2128], [-0.4695, 0.3091, -0.1056], [-0.5342, 0.2834, -0.6896], [-0.0587, 0.1262, -0.1855], [-1.1848, 0.6257, -0.7203], [-1.5757, -1.8927, -0.7851], [1.4229, 1.8144, 2.1388], [0.2356, 0.4072, -1.4347], [0.6438, -1.0657, -0.0019], [0.4949, -0.0054, 0.5331], [0.0520, 0.1492, 0.1840]],
  "nbo_charge": [1.765, 2.637, -0.719, -0.568, -0.575, -0.557, -0.581, -0.576, 0.700, -0.326, -0.313, -0.289, 2.321, -0.943, -1.171, -0.912, -0.492, 0.567, -0.517, -0.288, 0.241, 0.233, 0.278, -0.491, 0.553, -0.337, -0.468, 0.255, 0.248, 0.263, -0.488, 0.563, -0.317, -0.487, 0.243, 0.247, 0.271, -0.469, 0.563, -0.548, -0.256, 0.242, 0.264, 0.234]
}


So what do the calculations give for strongest force on any atom? Going down the list: 7.99, 2.46, 0.87, 3.29, 3.15 eV/Å.